1.
Density functional theory data (ωB97M-V with the def2-TZVPD basis set) for the molecule C4H4F3N3S at a distorted geometry.

The geometry in XYZ format:
```
15
Properties=species:S:1:pos:R:3:forces:R:3:mulliken_charge:R:1
C -1.828 -2.117 -1.004 -0.4 -3.2 -0.9 -0.741
N -0.781 -1.172 -1.400 -2.4 -1.6 1.1 -0.181
C -0.250 -0.355 -0.477 0.2 0.0 -0.5 0.482
N -0.762 -0.231 0.704 0.9 1.1 1.3 -0.246
N -0.063 0.716 1.466 2.2 0.8 -2.9 -0.530
C 0.946 1.291 0.740 -3.0 -2.7 1.9 0.079
C 1.913 2.264 1.376 -3.0 0.1 -3.2 1.017
F 2.615 2.759 0.354 1.2 0.6 -0.5 -0.290
F 1.200 3.266 1.866 0.0 0.7 1.0 -0.247
F 2.692 1.755 2.234 1.7 -0.9 2.2 -0.217
S 1.072 0.654 -0.890 0.4 0.7 1.0 -0.166
H -2.664 -1.586 -0.588 -0.6 0.2 -0.2 0.273
H -1.594 -2.954 -0.118 0.0 2.1 -2.5 0.225
H -2.132 -2.712 -2.089 0.6 1.6 3.4 0.258
H -0.366 -1.580 -2.175 1.9 0.2 -1.3 0.285
```
Positions in Å, forces in eV/Å.

* E_tot: -27669.0917 eV
* orbital gap: 9.4 eV
* total charge: 0
* ΔE to the lowest compared entry with this formula, charge and spin: 76.44 kJ/mol
* SMILES: CNc1nnc(C(F)(F)F)s1

***

2.
Density functional theory data (ωB97M-V with the def2-TZVPD basis set) for a 13-piece molecular cluster, C42H117N7O20 overall at a distorted geometry.

The geometry in XYZ format:
```
186
Properties=species:S:1:pos:R:3:forces:R:3:mulliken_charge:R:1
C -0.513 7.913 0.061 -0.2 0.3 -0.1 -1.427
C -0.048 7.437 -1.302 0.6 -0.2 -0.7 0.609
C 1.140 8.250 -1.860 -0.6 0.7 0.4 -1.132
O 0.809 9.640 -1.967 -0.1 0.0 -0.3 -0.253
C 1.959 10.461 -2.062 0.4 -0.3 0.7 -1.034
N 0.384 6.036 -1.187 0.4 0.1 -0.1 0.466
H -1.243 7.227 0.489 0.0 -0.1 -0.1 0.135
H -0.993 8.891 0.016 0.2 0.1 0.0 0.409
H 0.348 7.969 0.733 0.0 0.0 0.0 0.406
H -0.827 7.473 -2.071 -0.3 0.1 0.3 -0.153
H 1.411 7.917 -2.867 0.2 -0.4 0.1 0.505
H 1.986 8.159 -1.169 0.1 -0.2 -0.1 0.484
H 1.728 11.462 -2.418 -0.4 -0.1 0.0 0.286
H 2.738 10.034 -2.702 -0.2 -0.1 -0.2 0.354
H 2.380 10.523 -1.052 0.2 0.3 -0.1 0.342
H 1.193 6.023 -0.567 -0.1 -0.3 0.1 0.111
H 0.744 5.659 -2.072 -0.1 0.4 0.3 -0.068
C -9.664 2.307 2.388 1.6 -0.2 0.4 -1.461
C -9.993 3.369 1.340 -0.7 -0.6 1.8 1.185
C -10.035 2.645 -0.008 0.0 0.6 0.0 -0.192
O -8.851 1.932 -0.312 -0.3 0.3 -0.1 -0.560
C -7.740 2.773 -0.585 -0.2 -0.9 0.1 -0.120
N -11.329 3.867 1.742 -0.1 0.4 -1.2 -0.774
H -8.665 1.897 2.211 -0.1 -0.1 -0.2 0.131
H -10.337 1.451 2.417 -0.3 0.2 -0.3 0.372
H -9.573 2.698 3.406 -0.4 0.3 -0.1 0.446
H -9.312 4.220 1.442 0.5 -0.4 -0.4 -0.229
H -10.242 3.315 -0.850 -0.2 0.2 0.1 -0.289
H -10.855 1.935 0.104 0.1 -0.1 -0.3 0.470
H -6.990 2.057 -0.919 0.4 0.3 0.2 0.316
H -7.460 3.308 0.325 0.4 0.1 -0.1 0.219
H -7.890 3.476 -1.412 -0.3 0.1 0.0 0.001
H -11.349 4.033 2.740 0.1 -0.1 0.0 0.286
H -11.446 4.778 1.307 -0.3 0.0 0.1 0.292
C -8.886 5.599 -7.630 0.5 0.2 0.1 -1.448
C -9.219 4.678 -6.469 -0.7 0.0 -0.6 1.953
C -10.670 4.820 -6.002 0.6 1.4 -0.1 -0.929
O -10.930 4.199 -4.772 -0.3 -0.8 -0.3 -0.430
C -10.343 4.773 -3.644 -0.1 0.8 0.8 -0.204
N -8.963 3.284 -6.833 0.5 -0.5 0.8 -0.566
H -9.199 6.627 -7.440 -0.3 -0.1 0.0 0.319
H -9.284 5.247 -8.582 -0.1 0.1 0.0 0.399
H -7.798 5.652 -7.705 0.0 -0.1 -0.3 0.297
H -8.524 4.972 -5.675 -0.3 -0.2 0.3 -0.898
H -11.308 4.429 -6.796 -0.2 -0.4 0.3 0.324
H -10.922 5.888 -5.928 0.0 0.1 0.1 0.299
H -9.298 4.510 -3.447 0.0 -0.3 -0.3 0.035
H -10.940 4.493 -2.775 0.1 -0.3 -0.1 0.234
H -10.381 5.872 -3.639 -0.1 0.0 -0.4 0.150
H -9.323 2.992 -7.734 0.0 0.5 -0.2 0.263
H -9.453 2.700 -6.160 0.2 -0.1 0.1 0.221
C -4.459 3.728 -1.004 -0.2 -1.2 0.0 -1.336
C -3.373 4.470 -1.768 -0.8 0.1 0.0 1.008
C -4.011 5.667 -2.493 0.7 0.0 0.0 -1.198
O -5.075 5.232 -3.313 -0.5 -0.2 0.3 0.328
C -5.991 6.215 -3.752 -0.2 0.4 -0.5 -0.932
N -2.405 4.984 -0.814 0.7 0.2 0.0 1.357
H -5.201 3.270 -1.659 0.0 0.5 -0.2 0.330
H -4.965 4.306 -0.228 0.1 0.3 -0.1 0.025
H -4.053 2.830 -0.526 0.4 0.3 0.2 0.140
H -2.970 3.776 -2.516 0.2 0.0 0.0 0.181
H -3.259 6.179 -3.110 0.1 0.0 0.0 0.415
H -4.308 6.380 -1.716 -0.4 0.0 -0.1 0.393
H -5.789 7.190 -3.317 0.2 0.1 0.0 0.639
H -7.038 5.986 -3.519 0.2 -0.4 0.4 -0.309
H -5.967 6.278 -4.841 0.3 0.1 0.0 0.390
H -1.481 5.277 -1.177 -0.9 0.0 -0.1 -0.895
H -2.174 4.317 -0.081 -0.2 -0.1 0.0 -0.012
C -5.843 1.631 3.082 -0.2 -0.9 0.3 -1.565
C -4.396 1.159 3.153 -0.2 0.5 0.8 0.011
C -4.275 -0.358 3.276 0.6 -0.1 0.4 -0.850
O -4.777 -0.781 4.532 -0.5 0.3 -0.4 -0.321
C -4.705 -2.180 4.672 0.8 0.2 -0.3 -0.755
N -3.660 1.756 2.029 0.0 -1.1 0.2 -0.481
H -5.931 2.711 2.997 0.1 0.0 -0.1 0.324
H -6.379 1.293 3.971 0.1 0.2 0.1 0.494
H -6.357 1.116 2.264 0.1 0.3 -0.3 0.352
H -3.957 1.532 4.084 0.0 0.2 -0.1 0.359
H -3.216 -0.654 3.309 0.1 0.2 -0.6 0.525
H -4.763 -0.875 2.438 -0.1 0.0 0.0 0.400
H -5.234 -2.691 3.860 -0.5 -0.1 0.4 0.316
H -5.021 -2.396 5.688 -0.3 -0.3 -0.2 0.250
H -3.667 -2.529 4.549 0.1 0.1 0.2 0.300
H -2.678 1.495 2.110 0.0 -0.2 -0.2 0.293
H -4.017 1.272 1.207 0.2 0.4 -0.3 0.248
C -11.001 9.778 -4.456 0.4 -0.1 0.7 -1.175
C -10.310 11.055 -4.943 -0.4 -1.1 -1.7 0.604
C -9.187 10.803 -5.956 1.5 0.0 1.2 -1.032
O -8.069 10.118 -5.375 0.0 -1.2 -0.1 -0.011
C -7.419 10.723 -4.265 -1.4 0.6 -0.7 -0.753
N -11.279 11.869 -5.693 -0.7 0.4 0.4 -0.780
H -11.741 10.041 -3.694 -0.1 0.0 -0.1 0.421
H -10.331 9.062 -3.973 0.2 0.1 -0.1 0.123
H -11.517 9.253 -5.261 0.1 0.1 -0.2 0.305
H -9.828 11.588 -4.126 -0.5 0.3 0.1 0.269
H -8.822 11.777 -6.302 -0.2 0.1 -0.2 0.316
H -9.421 10.184 -6.821 -0.5 0.0 0.0 0.418
H -6.529 10.165 -3.994 0.2 0.1 -0.4 0.023
H -8.093 10.722 -3.402 0.2 0.1 0.2 0.319
H -7.245 11.753 -4.595 0.6 0.1 0.6 0.406
H -12.152 11.932 -5.172 0.3 0.4 0.4 0.276
H -11.622 11.331 -6.487 0.5 -0.1 -0.2 0.286
C -4.577 10.560 -8.271 0.0 0.9 -0.1 -0.550
C -5.243 10.638 -6.907 0.2 -2.0 -0.2 -0.009
O -4.355 11.025 -5.882 -0.2 1.0 0.1 -0.485
O -4.495 11.873 -8.841 0.2 -0.3 -0.2 -0.541
H -5.133 9.926 -8.962 -0.2 0.2 0.0 0.382
H -3.562 10.149 -8.225 -0.1 -0.2 0.3 0.242
H -5.619 9.629 -6.675 -0.1 0.0 0.0 0.091
H -6.130 11.264 -6.959 0.3 0.4 0.2 0.282
H -3.662 10.361 -5.795 0.1 -0.3 -0.1 0.245
H -3.872 12.358 -8.290 -0.1 0.1 0.0 0.302
C -8.592 6.435 -0.395 0.7 -0.2 0.9 0.312
C -7.209 7.063 -0.289 -0.2 0.3 -0.5 0.415
O -6.601 6.882 0.974 -0.5 0.0 0.0 -0.556
O -9.518 7.063 0.479 -0.3 -0.1 0.0 -0.625
H -8.483 5.369 -0.160 -0.3 0.0 -0.1 -0.238
H -9.000 6.558 -1.397 0.1 0.0 -0.1 -0.047
H -7.389 8.123 -0.498 0.4 0.2 -0.1 0.316
H -6.555 6.629 -1.053 -0.2 0.1 -0.2 -0.237
H -5.640 7.022 0.861 -0.1 -0.2 0.2 0.434
H -9.200 6.975 1.384 0.2 0.0 -0.1 0.400
C -1.314 9.783 -4.395 -1.0 1.3 0.0 -0.325
C -2.192 10.010 -3.146 -0.7 -1.2 0.0 0.039
O -1.657 10.912 -2.228 0.2 0.4 -0.1 -0.638
O -2.105 9.108 -5.370 -0.2 -0.5 -0.1 -0.487
H -0.355 9.285 -4.249 -0.1 0.0 0.4 0.385
H -1.161 10.804 -4.764 0.6 0.0 0.0 0.189
H -2.469 9.063 -2.654 0.5 -0.2 0.0 -0.147
H -3.188 10.364 -3.426 0.3 0.4 -0.5 0.359
H -0.774 10.579 -2.031 0.3 -0.1 0.3 0.544
H -1.521 8.726 -6.032 -0.1 0.0 0.0 0.273
C 2.324 3.430 0.622 1.0 0.3 1.5 -0.108
C 0.890 3.511 1.074 -0.1 -0.8 -0.7 -0.577
O 0.068 3.238 -0.066 -0.3 0.2 0.3 -0.576
O 2.745 4.678 0.054 0.0 -1.1 -0.5 -0.630
H 2.540 2.580 -0.030 -0.6 0.1 -0.4 0.185
H 2.977 3.183 1.478 -0.1 0.4 0.2 0.411
H 0.647 4.467 1.542 0.1 0.1 -0.2 0.126
H 0.694 2.753 1.835 -0.1 -0.1 -0.2 0.514
H -0.078 4.088 -0.510 0.1 0.0 0.1 -0.030
H 3.212 4.386 -0.749 0.4 1.0 0.0 0.240
C -4.511 2.637 -5.259 -0.3 -0.2 0.0 -0.059
C -5.326 2.931 -6.521 1.0 0.5 0.8 -0.709
O -6.039 4.141 -6.272 -0.2 -0.3 -0.4 -0.299
O -5.380 2.555 -4.139 0.3 -0.1 -0.1 -0.520
H -3.770 3.425 -5.081 -0.1 0.2 -0.2 -0.021
H -3.938 1.712 -5.373 -0.2 -0.2 0.1 0.486
H -5.992 2.101 -6.754 -0.1 0.0 0.0 0.344
H -4.607 3.083 -7.333 -0.3 0.0 -0.2 0.354
H -6.966 3.875 -6.194 0.0 0.0 -0.2 0.206
H -5.534 3.484 -3.902 0.0 -0.1 0.2 0.200
C -4.015 5.724 2.278 -0.1 1.2 0.3 0.067
C -2.673 5.257 2.819 -0.8 -0.7 0.4 -0.872
O -2.199 4.135 2.106 0.8 0.0 -0.4 -0.208
O -3.875 6.512 1.091 0.0 -0.6 0.0 -0.585
H -4.509 6.399 2.982 0.2 0.0 0.2 0.530
H -4.733 4.906 2.157 0.3 -0.3 -0.2 -0.055
H -2.764 4.975 3.877 -0.2 0.2 0.1 0.448
H -1.935 6.058 2.769 0.0 0.0 -0.2 0.300
H -2.807 3.370 2.157 -0.3 0.5 0.0 0.242
H -3.406 5.956 0.421 0.1 0.3 -0.1 -0.215
C 0.077 3.973 -3.700 -0.2 -0.7 1.2 -0.861
O 1.320 4.613 -3.496 0.5 0.6 -1.2 -0.483
C 2.415 3.666 -3.400 -1.9 0.6 -0.3 -0.072
C 3.741 4.383 -3.501 0.8 0.6 0.7 -1.068
N 4.569 4.233 -2.282 -0.5 -1.0 -0.2 -0.267
C 4.950 2.834 -2.015 1.9 0.2 -0.3 -0.627
C 5.772 2.761 -0.726 -1.9 -0.5 0.0 -0.453
O 6.121 1.397 -0.579 0.6 0.2 -0.2 -0.297
C 7.277 1.191 0.190 0.6 0.2 0.4 -0.782
H -0.736 4.678 -3.867 0.3 0.4 -0.3 0.193
H -0.172 3.471 -2.754 -0.2 -0.3 -0.2 0.289
H 0.091 3.213 -4.486 0.1 0.2 -0.2 0.446
H 2.222 2.979 -4.228 0.5 -0.3 0.1 0.379
H 2.184 3.175 -2.449 0.8 -0.4 0.0 0.281
H 3.623 5.468 -3.559 -0.7 -0.1 -0.2 0.344
H 4.352 4.132 -4.377 -0.4 -0.5 -0.2 0.418
H 5.438 4.682 -2.551 0.0 0.3 0.5 0.303
H 5.654 2.492 -2.788 -0.3 -0.2 -0.3 0.473
H 4.154 2.094 -1.964 -0.4 0.4 0.0 0.288
H 5.061 3.007 0.070 0.4 0.4 0.4 0.102
H 6.595 3.478 -0.735 0.3 -0.2 0.0 0.403
H 7.207 1.631 1.192 -0.3 -0.1 0.1 0.314
H 8.179 1.639 -0.247 -0.1 0.0 -0.3 0.318
H 7.469 0.125 0.287 -0.2 0.0 0.0 0.259
```
Positions in Å, forces in eV/Å.

* E_tot: -96825.0994 eV
* orbital gap: 9.3 eV
* total charge: 0
* ΔE to the lowest compared entry with this formula, charge and spin: 0.00 kJ/mol

***

3.
Density functional theory data (ωB97M-V with the def2-TZVPD basis set) for a 10-piece molecular cluster, C5H33N2O9S overall at a distorted geometry.

The geometry in XYZ format:
```
50
Properties=species:S:1:pos:R:3:forces:R:3:mulliken_charge:R:1
N 0.199 0.442 0.376 1.4 1.8 -2.7 0.237
C 0.708 -0.791 -0.242 0.8 -2.4 -1.3 0.806
C 2.180 -0.722 -0.621 1.1 1.5 1.6 -0.930
C 3.102 -1.884 -0.209 -0.5 0.1 -1.1 -0.772
S 3.078 -2.565 1.453 -0.5 0.5 0.3 -0.161
C -0.095 -1.254 -1.473 -1.0 0.7 1.3 -1.045
N -1.533 -1.130 -1.105 2.1 1.5 -1.1 -0.030
C -2.388 -0.733 -2.228 -0.5 -1.6 -0.1 -0.945
H 0.600 1.211 -0.190 0.3 -0.1 0.1 0.352
H -0.778 0.642 0.126 -0.4 -0.6 1.1 0.084
H 0.557 0.630 1.314 -1.2 -0.3 0.5 0.243
H 0.633 -1.665 0.407 -0.4 0.6 0.9 -0.012
H 2.634 0.136 -0.086 -0.3 0.0 0.0 0.328
H 2.378 -0.452 -1.661 -0.4 -0.4 -0.2 0.398
H 2.823 -2.734 -0.833 0.7 -0.1 -0.2 0.331
H 4.086 -1.470 -0.425 0.2 -0.7 -0.2 0.456
H 2.669 -1.422 2.028 0.2 -0.1 0.3 0.058
H 0.148 -0.674 -2.361 -0.1 0.1 0.0 0.155
H 0.197 -2.294 -1.637 0.1 0.0 -0.2 0.330
H -2.806 -3.678 2.725 -0.4 -0.1 0.4 0.304
H -3.020 0.102 -1.931 -0.4 -0.3 -0.2 0.181
H -2.877 -1.652 -2.587 -0.9 0.6 0.3 0.389
H -1.892 -0.486 -3.164 0.8 0.5 0.4 0.304
H 0.826 3.020 -3.460 -0.1 0.0 -0.2 0.272
H 0.326 1.552 -3.576 0.1 0.2 -0.2 0.278
O 0.707 2.200 -2.976 0.1 -0.3 0.6 -0.544
H 2.438 -0.854 -5.001 0.0 -0.1 -0.2 0.270
H 1.543 -1.942 -4.363 0.1 -0.1 -0.2 0.293
O 1.929 -1.076 -4.219 -0.2 0.3 0.4 -0.553
H 1.858 3.752 0.083 -0.1 -0.3 -0.2 0.296
H 2.165 4.491 1.319 0.0 -0.1 0.4 0.276
O 1.974 3.592 1.025 0.0 0.3 -0.2 -0.561
H -5.776 1.656 -0.727 -0.2 0.7 -0.4 0.300
H -4.500 1.216 -0.227 0.8 0.4 0.1 0.271
O -4.868 1.988 -0.684 -0.4 -1.1 0.3 -0.570
H -0.796 0.697 3.573 -0.5 0.3 -0.5 0.280
H 0.367 -0.131 3.422 0.2 -0.2 -0.4 0.267
O -0.384 0.160 2.883 0.2 -0.5 1.2 -0.595
H -3.937 -2.793 2.030 -0.1 -0.4 0.5 0.302
H -1.757 -1.969 -0.630 -1.0 -0.8 0.2 0.248
O -3.050 -3.148 1.971 0.6 0.5 -1.1 -0.595
H 2.136 1.943 2.855 -0.1 -0.2 -0.2 0.269
H 1.882 2.283 4.258 -0.1 -0.3 0.4 0.292
O 1.753 1.544 3.649 0.6 0.8 -0.1 -0.559
H -2.604 3.117 -1.384 -0.3 0.0 0.2 0.282
H -2.441 3.532 0.095 -0.3 -0.1 -0.1 0.293
O -1.954 3.283 -0.696 0.6 -0.2 0.0 -0.594
H -3.564 0.232 1.842 0.1 -0.4 0.1 0.257
H -2.235 -0.144 1.086 -0.3 -0.9 0.1 0.322
O -2.763 0.568 1.438 -0.3 1.2 -0.2 -0.559
```
Positions in Å, forces in eV/Å.

* E_tot: -37956.9869 eV
* orbital gap: 9.5 eV
* total charge: +1
* ΔE to the lowest compared entry with this formula, charge and spin: 259.64 kJ/mol

***

4.
Density functional theory data (ωB97M-V with the def2-TZVPD basis set) for a 4-piece molecular cluster, H7S4 overall at a distorted geometry.

The geometry in XYZ format:
```
11
Properties=species:S:1:pos:R:3:forces:R:3:mulliken_charge:R:1
S 0.402 -1.212 0.420 -0.9 1.1 -0.2 -0.715
H 1.224 -2.110 0.846 0.9 -1.2 0.5 -0.040
S -3.124 -0.230 0.455 1.5 -1.3 -1.1 -0.389
H -2.519 -0.026 1.614 0.2 0.1 0.4 0.132
H -1.929 -1.003 -0.002 -1.7 1.1 0.8 0.155
S 1.029 -0.578 -2.911 0.3 -0.3 -0.2 -0.351
H -0.188 -0.190 -2.560 -0.4 0.2 -0.1 0.101
H 1.106 -1.179 -1.664 0.1 0.2 -0.1 0.139
S 1.640 2.113 1.971 0.1 0.1 0.9 -0.342
H 1.551 0.752 2.163 -0.1 0.7 -1.0 0.165
H 1.611 2.263 0.640 -0.1 -0.8 0.0 0.145
```
Positions in Å, forces in eV/Å.

* E_tot: -43455.4967 eV
* orbital gap: 7.2 eV
* total charge: -1
* ΔE to the lowest compared entry with this formula, charge and spin: 16.85 kJ/mol